# 1
C3H10NO2 | ωB97M-V/def2-TZVPD

Properties
- 2S+1: 1
- Lowest unoccupied orbital energy: 4.181 eV
- Total charge: -1
- Frontier orbital gap: 6.93 eV
- Highest occupied orbital energy: -2.75 eV

Each line ends with the Mulliken charge.
Atoms and positions in Å:
O 2.2648 -1.5103 -1.3645  -0.73
O -0.3458 1.3079 1.8488  -0.89
N 0.0822 -0.6283 0.1087  -0.40
C -0.0283 0.6953 -0.5489  -0.72
C -0.1508 1.8218 0.6234  -0.35
C -1.2995 -1.1154 0.4538  -0.89
H 0.8874 2.2817 0.5063  0.21
H -1.1055 -1.7019 1.3519  0.34
H 0.3523 -0.1956 1.0348  0.27
H 0.7987 1.0834 -1.1626  0.33
H 1.3535 -1.2250 -1.1458  0.49
H -1.9436 -0.2352 0.5480  0.26
H -0.8682 0.8574 -1.2307  0.28
H 2.4569 -2.3171 -0.8620  0.28
H -1.6361 -1.7254 -0.3883  0.28
H -0.8181 2.6066 0.2273  0.24


# 2
C17H19N | ωB97M-V/def2-TZVPD

Properties
- 2S+1: 2
- Lowest unoccupied orbital energy (alpha / beta): 3.041 / 3.005 eV
- Total charge: -1
- <S²>: 0.772
- Frontier orbital gap (alpha / beta): 2.44 / 5.89 eV
- Highest occupied orbital energy (alpha / beta): 0.61 / -2.88 eV

Each line ends with the Löwdin spin population.
Atoms and positions in Å:
N 2.1132 1.4966 -1.1452  0.04
C 1.0416 -0.4483 -0.0215  0.17
C -4.3561 1.5476 -1.5313  0.00
C -3.0936 -2.7123 0.5194  0.01
C 2.3624 -1.4539 1.7582  0.04
C -2.3607 -2.1724 1.5599  0.00
C 4.0677 1.5009 -0.0265  0.03
C 5.4842 1.8973 0.2456  0.00
C -3.5553 -1.9481 -0.5501  0.00
C -2.5605 -0.0389 0.4791  0.01
C 3.3704 2.1217 -1.0524  0.19
C -2.1739 -0.7866 1.5704  0.01
C -3.2837 -0.5887 -0.5784  0.00
C 3.3084 0.4220 0.4659  0.07
C 2.0651 0.4633 -0.2328  0.01
C 1.1718 -1.4046 1.0399  0.14
C -3.5990 0.2330 -1.8085  0.00
C 3.3673 -0.4972 1.5622  0.18
H 0.3842 -2.1219 1.1571  0.01
H -3.1547 -3.7936 0.4831  0.00
H -4.1400 -2.4177 -1.2940  0.00
H -4.2676 1.8104 -0.4832  0.00
H -2.2602 1.0035 0.4483  0.01
H -3.9075 2.3819 -2.0539  0.00
H -4.1860 -0.3913 -2.4855  0.00
H 4.2629 -0.6182 2.1722  0.02
H 3.5175 3.0513 -1.5819  0.03
H 5.7418 2.1283 1.2809  0.00
H 2.4849 -2.2340 2.5034  0.00
H 1.4739 1.4897 -1.9169  0.00
H 6.1840 1.1038 -0.0306  0.00
H 5.7631 2.7561 -0.3709  0.00
H -1.4569 -0.4114 2.2830  0.00
H -5.4256 1.4772 -1.7296  0.00
H -1.9419 -2.8131 2.3219  0.00
H -2.6458 0.4762 -2.2810  0.00
H 0.2044 -0.5089 -0.6765  0.02


# 3
C5H9InO3 | ωB97M-V/def2-TZVPD

Properties
- 2S+1: 1
- Lowest unoccupied orbital energy: -10.110 eV
- Total charge: +2
- Frontier orbital gap: 8.95 eV
- Highest occupied orbital energy: -19.06 eV

Each line ends with the Mulliken charge.
Atoms and positions in Å:
In 0.1490 -0.5107 -0.9115  0.91
O -2.9618 -0.5126 -1.6749  -0.30
O -1.4759 0.0238 -0.0147  -0.23
O 1.9285 -0.5462 -0.4002  -0.32
C -2.8447 1.9292 0.6485  -1.10
C -2.4315 0.5018 0.9373  -0.04
C 4.2389 -1.0349 -0.1143  -1.00
C 2.8667 -1.3261 -0.5527  0.50
C -1.8143 -0.3114 -1.4143  0.49
H -3.4825 1.9766 -0.2440  0.35
H 2.6797 -2.3023 -1.0359  0.38
H 4.4754 -1.7030 0.7291  0.36
H 4.9219 -1.3289 -0.9277  0.37
H -3.2966 -0.1741 0.9053  0.29
H 4.3736 0.0157 0.1582  0.31
H -1.9632 2.5651 0.4900  0.32
H -1.9520 0.4125 1.9196  0.33
H -3.4111 2.3255 1.5023  0.37


# 4
C5H9NO | ωB97M-V/def2-TZVPD

Properties
- 2S+1: 1
- Lowest unoccupied orbital energy: 0.976 eV
- Frontier orbital gap: 8.16 eV
- Highest occupied orbital energy: -7.19 eV

Each line ends with the Mulliken charge.
Atoms and positions in Å:
O 1.0504 -1.5986 -0.1079  -0.51
N 0.0556 0.7449 0.5215  -0.27
C 0.4409 1.3887 1.7456  -0.90
C -0.0022 -0.8733 -0.5578  1.20
C 0.1858 0.1843 -1.5592  -1.09
C -1.2823 -1.6369 -0.4591  -1.37
C 0.3285 1.2460 -0.6991  -0.08
H -1.4461 -2.1548 -1.4084  0.32
H 1.4704 1.1104 2.0185  0.29
H -1.2503 -2.3675 0.3470  0.37
H 0.4100 2.4855 1.6524  0.29
H -0.1796 1.0826 2.5898  0.28
H 1.8581 -1.0959 -0.2901  0.38
H 0.6072 2.2818 -0.8891  0.43
H -2.1116 -0.9462 -0.3150  0.34
H -0.1349 0.1491 -2.5891  0.30


In order of appearance, relative energy (zero: lowest compared OMol25 entry of this formula, charge and spin) = 36.6; 0.0; 0.0; 83.1 kcal/mol.